--- one ---
A cluster of 2 separate species, C4H13N4O in total. Source: the OMol25 dataset; level of theory: the ωB97M-V functional and the def2-TZVPD basis.

Geometry as ORCA input:
```
! RIJCOSX wB97M-V def2-TZVPD def2/J DEFGRID3
* xyz 1 1
C -3.021 -1.477 -1.502
C -2.075 -0.521 -1.582
O -2.014 0.427 -0.847
N -1.188 -0.714 -2.686
H -3.088 -1.905 -2.695
H -3.898 -1.229 -0.948
H -0.702 0.213 -3.003
H -1.297 -1.566 -3.332
H -2.486 -2.341 -0.856
C 2.579 -1.208 1.141
C 1.401 0.984 1.295
N 1.201 1.932 2.346
N 2.437 0.096 1.603
N 0.467 0.737 0.418
H 1.945 2.342 2.842
H 0.419 2.819 2.056
H 3.486 0.604 1.772
H 0.719 0.185 -0.290
H -0.324 1.415 0.239
H 1.540 -1.736 1.003
H 3.038 -1.885 1.970
H 3.041 -1.354 0.149
*
```

Properties
* HOMO energy: -13.350 eV
* Kohn-Sham gap: 10.160 eV

Listed below, in e, are the natural (NBO) charges computed for each atom: -0.694, 0.653, -0.647, -0.895, 0.229, 0.269, 0.415, 0.420, 0.260, -0.453, 0.682, -0.766, -0.599, -0.707, 0.417, 0.413, 0.434, 0.412, 0.469, 0.222, 0.252, 0.213



--- two ---
A cluster of 2 separate species, C4H13N4O in total. Source: the OMol25 dataset; level of theory: the ωB97M-V functional and the def2-TZVPD basis.

Geometry as ORCA input:
```
! RIJCOSX wB97M-V def2-TZVPD def2/J DEFGRID3
* xyz 1 1
C -2.616 -1.653 1.701
C -1.814 -0.287 -0.440
N -1.770 -0.784 0.818
N -2.895 -0.644 -1.185
N -0.963 0.641 -0.795
H -0.830 -0.620 1.181
H -3.551 -1.967 1.293
H -2.749 -0.911 2.541
H -3.513 -1.358 -0.844
H -3.031 -0.248 -2.100
H -0.041 0.907 -0.199
H -1.101 0.925 -1.755
H -1.994 -2.423 2.174
C 2.997 2.041 -0.288
C 2.461 0.638 -0.051
O 1.266 0.423 0.172
N 3.357 -0.347 0.074
H 3.976 2.139 -0.739
H 3.046 2.655 0.605
H 3.167 -1.306 0.330
H 4.350 -0.188 0.016
H 2.343 2.334 -1.156
*
```

Properties
* HOMO energy: -13.372 eV
* Kohn-Sham gap: 10.939 eV

Listed below, in e, are the natural (NBO) charges computed for each atom: -0.415, 0.667, -0.584, -0.789, -0.782, 0.410, 0.219, 0.229, 0.417, 0.416, 0.476, 0.398, 0.231, -0.724, 0.719, -0.696, -0.768, 0.239, 0.266, 0.414, 0.409, 0.244



--- three ---
A cluster of 2 separate species, C4H13N4O in total. Source: the OMol25 dataset; level of theory: the ωB97M-V functional and the def2-TZVPD basis.

Geometry as ORCA input:
```
! RIJCOSX wB97M-V def2-TZVPD def2/J DEFGRID3
* xyz 1 1
C -0.875 -1.559 -1.178
C 1.556 -1.418 -0.706
N 1.314 -0.812 0.451
N 0.560 -1.770 -1.542
N 2.828 -1.666 -1.018
H 0.363 -0.546 0.679
H 1.914 -0.835 1.265
H 0.751 -1.512 -2.502
H 3.127 -2.227 -1.802
H 3.585 -1.636 -0.352
H -1.225 -2.292 -0.448
H -1.460 -1.725 -2.067
H -1.038 -0.559 -0.796
C -2.523 2.534 1.251
C -1.322 1.678 1.014
O -1.359 0.453 0.913
N -0.139 2.347 0.794
H -3.021 2.530 0.271
H -2.301 3.523 1.644
H 0.747 1.878 0.817
H -0.179 3.335 1.001
H -3.281 2.141 1.937
*
```

Properties
* HOMO energy: -13.612 eV
* Kohn-Sham gap: 10.830 eV

Listed below, in e, are the natural (NBO) charges computed for each atom: -0.443, 0.681, -0.786, -0.564, -0.761, 0.452, 0.423, 0.416, 0.426, 0.421, 0.229, 0.233, 0.238, -0.728, 0.704, -0.682, -0.813, 0.259, 0.231, 0.399, 0.403, 0.264



Stability ranking, top and bottom: three is the most stable and one is the least stable.



--- one ---
A structure of composition C4H5I2NS. Source: the OMol25 dataset; level of theory: the ωB97M-V functional and the def2-TZVPD basis.

Geometry as ORCA input:
```
! RIJCOSX wB97M-V def2-TZVPD def2/J DEFGRID3
* xyz 0 1
C -1.110 1.323 0.638
C -0.178 0.077 -1.190
C 0.760 -0.905 -0.509
C 1.776 -0.619 0.252
N -0.463 1.295 -0.439
S -1.669 0.272 1.884
I -1.379 3.366 1.342
I 0.327 -2.872 -1.100
H 0.245 0.605 -2.089
H -1.086 -0.497 -1.447
H -1.783 -0.960 1.257
H 2.081 0.276 0.779
H 2.477 -1.360 0.622
*
```

Properties
* HOMO energy: -9.336 eV
* Kohn-Sham gap: 9.475 eV

Listed below, in e, are the natural (NBO) charges computed for each atom: 0.010, -0.328, -0.147, -0.414, -0.471, 0.072, 0.104, 0.137, 0.243, 0.212, 0.141, 0.229, 0.211



--- two ---
A structure of composition C4H5I2NS. Source: the OMol25 dataset; level of theory: the ωB97M-V functional and the def2-TZVPD basis.

Geometry as ORCA input:
```
! RIJCOSX wB97M-V def2-TZVPD def2/J DEFGRID3
* xyz 0 1
C 1.274 -1.022 -1.332
C -0.715 -0.417 -0.382
C -1.035 0.342 0.851
C -0.015 1.139 1.402
N 0.584 -0.949 -0.326
S -2.639 0.361 1.359
I 3.096 -2.047 -1.189
I 0.904 -0.405 -3.426
H -1.527 -1.211 -0.502
H -0.737 0.255 -1.121
H 0.797 0.473 1.482
H -0.278 1.493 2.364
H 0.290 1.989 0.819
*
```

Properties
* HOMO energy: -8.802 eV
* Kohn-Sham gap: 8.028 eV

Listed below, in e, are the natural (NBO) charges computed for each atom: 0.023, -0.349, 0.040, -0.723, -0.473, -0.010, 0.204, 0.081, 0.251, 0.215, 0.246, 0.245, 0.250



Stability ranking, top and bottom: two is the most stable and one is the least stable.



--- one ---
The molecule C20H18N4O3S2. Source: the OMol25 dataset; level of theory: the ωB97M-V functional and the def2-TZVPD basis.

Geometry as ORCA input:
```
! RIJCOSX wB97M-V def2-TZVPD def2/J DEFGRID3
* xyz 0 1
O -2.261 1.846 -3.459
C -1.618 1.183 -2.685
N -2.264 0.305 -1.829
C -1.721 -0.734 -1.132
N -0.479 -1.068 -1.086
N -0.250 -2.172 -0.388
C -1.293 -2.717 0.124
C -1.285 -3.952 0.891
C -2.313 -4.186 1.968
C -2.395 -4.958 0.698
S -2.774 -1.828 -0.234
C -0.142 1.251 -2.519
C 0.715 0.941 -3.568
C 2.087 1.019 -3.392
C 2.608 1.421 -2.173
C 1.744 1.761 -1.150
S 2.387 2.259 0.449
O 3.817 2.262 0.394
O 1.704 3.437 0.886
N 1.955 1.000 1.449
C 2.673 -0.260 1.278
C 1.822 -1.327 1.988
C 0.537 -0.602 2.264
C -0.647 -1.070 2.787
C -1.712 -0.189 2.933
C -1.572 1.143 2.584
C -0.374 1.634 2.081
C 0.672 0.743 1.914
C 0.378 1.682 -1.304
H -3.276 0.332 -1.883
H -0.283 -4.330 1.048
H -3.040 -3.406 2.140
H -1.991 -4.694 2.864
H -3.178 -4.707 -0.003
H -2.127 -6.002 0.703
H 0.302 0.628 -4.515
H 2.749 0.765 -4.206
H 3.671 1.490 -1.998
H 3.673 -0.152 1.700
H 2.769 -0.479 0.209
H 1.658 -2.196 1.352
H 2.287 -1.657 2.919
H -0.745 -2.106 3.077
H -2.652 -0.545 3.329
H -2.405 1.819 2.711
H -0.249 2.676 1.837
H -0.269 1.961 -0.488
*
```

Properties
* SMILES: O=C(Nc1nnc(C2CC2)s1)c1cccc(S(=O)(=O)N2CCc3ccccc32)c1
* HOMO energy: -8.247 eV
* Kohn-Sham gap: 8.446 eV

Listed below, in e, are the natural (NBO) charges computed for each atom: -0.547, 0.673, -0.632, 0.241, -0.324, -0.266, 0.093, -0.296, -0.407, -0.396, 0.296, -0.054, -0.164, -0.209, -0.171, -0.338, 2.346, -0.931, -0.928, -0.667, -0.209, -0.457, 0.043, -0.221, -0.241, -0.201, -0.256, 0.128, -0.175, 0.423, 0.250, 0.220, 0.228, 0.220, 0.227, 0.224, 0.223, 0.246, 0.220, 0.203, 0.242, 0.218, 0.212, 0.210, 0.215, 0.248, 0.241



--- two ---
The molecule C20H18N4O3S2. Source: the OMol25 dataset; level of theory: the ωB97M-V functional and the def2-TZVPD basis.

Geometry as ORCA input:
```
! RIJCOSX wB97M-V def2-TZVPD def2/J DEFGRID3
* xyz 0 1
O -0.648 2.348 2.319
S -0.069 3.052 1.096
O 0.315 4.409 1.501
N 1.345 2.095 0.613
C 2.631 2.484 1.240
C 3.294 1.240 1.644
S 2.157 0.353 2.803
C 1.967 -1.329 2.153
N 2.569 -2.251 2.818
N 2.113 -3.471 2.240
C 1.218 -3.250 1.277
C 0.542 -4.236 0.541
C 0.473 -5.663 0.700
C -0.384 -6.193 -0.266
C -0.746 -5.119 -0.969
O -0.154 -3.916 -0.609
N 1.177 -1.881 1.138
C 0.367 -1.222 0.279
C -0.962 -1.116 0.569
C -1.884 -0.490 -0.385
C -1.357 -0.076 -1.646
C 0.089 -0.093 -1.900
C 0.901 -0.765 -0.966
C -1.081 3.139 -0.348
C -2.504 3.196 -0.077
C -3.464 3.313 -1.167
C -2.950 3.291 -2.402
C -1.608 3.209 -2.724
C -0.697 3.172 -1.751
H 1.186 1.203 0.977
H 3.283 3.043 0.546
H 2.536 3.092 2.124
H 3.498 0.642 0.781
H 4.209 1.394 2.257
H 0.961 -6.214 1.607
H -0.757 -7.135 -0.431
H -1.630 -5.136 -1.653
H -1.380 -1.408 1.450
H -2.938 -0.399 -0.115
H -2.047 0.317 -2.286
H 0.396 0.337 -2.853
H 1.960 -0.625 -1.297
H -2.865 3.442 0.965
H -4.506 3.517 -0.810
H -3.611 3.353 -3.213
H -1.285 3.272 -3.790
H 0.340 3.076 -1.980
*
```

Properties
* SMILES: O=S(=O)(NCCSc1nnc(-c2ccco2)n1-c1ccccc1)c1ccccc1
* HOMO energy: -8.284 eV
* Kohn-Sham gap: 8.360 eV

Listed below, in e, are the natural (NBO) charges computed for each atom: -0.907, 2.182, -0.915, -0.846, -0.252, -0.517, 0.253, 0.186, -0.256, -0.288, 0.286, 0.183, -0.214, -0.328, 0.123, -0.398, -0.416, 0.173, -0.196, -0.195, -0.197, -0.193, -0.238, -0.347, -0.143, -0.213, -0.195, -0.219, -0.158, 0.396, 0.211, 0.215, 0.224, 0.247, 0.251, 0.237, 0.206, 0.220, 0.223, 0.204, 0.220, 0.234, 0.247, 0.237, 0.213, 0.229, 0.233



Stability ranking, top and bottom: one is the most stable and two is the least stable.